No. 1
C3H11N4 | the ωB97M-V functional and the def2-TZVPD basis

## Properties
2S+1	1
total charge	+1
SMILES string	CN(C)[NH2+]/N=C/N
Kohn-Sham gap	10.9	eV
relative energy (zero: lowest compared OMol25 entry of this formula, charge and spin)	384.4	kJ/mol
max |F|	4.71	eV Å⁻¹

XYZ file:
```
18
C3H11N4 | the OMol25 dataset | the ωB97M-V functional and the def2-TZVPD basis
N -0.91028 0.14971 -0.42642
N 0.67054 3.27680 0.62868
N -0.60107 1.41544 0.14800
N 0.10040 -0.90026 -0.19029
C -0.10781 -1.96366 -1.28742
C 0.10342 -1.46967 1.12151
C 0.59426 1.98316 0.26118
H -0.10874 -3.00383 -0.81486
H 1.44558 1.37242 0.01913
H -0.70279 -2.24989 1.22117
H 0.75962 -2.00725 -1.98736
H -1.01897 -1.79519 -1.70135
H 1.52230 3.85971 0.53383
H -0.18936 3.69945 0.88422
H 0.16467 -0.68887 1.84524
H -1.86428 -0.05524 -0.10310
H 1.01110 -2.08318 1.25576
H -0.86859 0.46035 -1.40791
```

Atomic partial charges in e from the natural (NBO) method, atoms 1 to 2: -0.225 -0.749

***

No. 2
C17H16F17NO5 | the ωB97M-V functional and the def2-TZVPD basis

## Properties
2S+1	1
SMILES string	C[C@H](F)CC1=C(N)C(=O)OC1=O.FC(F)C(F)(F)COC(F)(F)C(F)F.FC(F)C(F)(F)COC(F)(F)C(F)F
Kohn-Sham gap	9.0	eV
relative energy (zero: lowest compared OMol25 entry of this formula, charge and spin)	25.6	kJ/mol
max |F|	9.75	eV Å⁻¹

XYZ file:
```
56
C17H16F17NO5 | the OMol25 dataset | the ωB97M-V functional and the def2-TZVPD basis
F -7.04371 -0.62584 0.39854
F 4.98084 3.98471 -2.00890
F -7.76736 -1.72049 -1.93691
F -7.81571 -2.93653 1.70063
F 4.11947 2.46084 -0.29244
F -7.08833 -3.40417 -0.28933
F 7.10430 3.89457 -1.53762
F 5.61166 3.90158 0.82028
F -5.25975 -3.16507 -1.75208
F -4.48569 -1.87332 -3.31044
F 3.80233 -0.10154 1.39153
F -5.78060 -1.12398 2.09765
F 6.69941 5.75731 0.55697
F 1.25832 4.38606 0.55284
F 2.02049 1.99977 -0.59146
F 2.51328 4.64788 -1.20418
F -7.14654 -2.73179 -3.76205
O 0.68453 0.53932 2.27402
O -1.27002 -0.75418 1.34401
O -5.04993 -0.93920 -1.37417
O 4.50640 5.78043 0.19605
O -2.23691 -3.01190 2.10711
N 0.08819 -4.01222 -0.20062
C 0.18851 -0.42749 1.47925
C -0.04343 -2.67765 0.52280
C 5.99646 4.67444 -1.42934
C -4.85389 -1.39957 -0.03421
C 3.99351 -2.72516 1.54064
C 2.35220 -1.48956 -0.31370
C 3.44557 5.13963 0.91012
C -5.41423 -1.94432 -2.31857
C -6.70108 -2.92910 0.91724
C 2.53603 4.21677 0.08570
C 0.94180 -1.52422 0.52138
C -6.11727 -1.52338 0.83016
C 5.69257 5.00409 0.03739
C 2.87789 2.73347 0.17190
C -1.35069 -2.23994 1.46816
C 3.70441 -1.38109 0.60700
C -6.81532 -1.73056 -2.90470
H -4.22875 -2.29996 0.00304
H 2.39855 -0.61455 -1.10538
H 4.90226 -2.45797 2.24437
H 2.41859 -2.51914 -0.91330
H 2.79971 2.36688 1.19825
H 0.26959 -3.87750 -1.22606
H 4.62144 -1.33817 -0.15619
H 3.01807 -3.03536 2.10804
H -5.98643 -3.62945 1.35622
H -4.23601 -0.62085 0.42989
H 0.90086 -4.50129 0.26910
H 3.80010 4.66555 1.83340
H 4.34482 -3.64054 0.88679
H 2.81499 5.96830 1.25542
H 6.15820 5.58649 -2.01043
H -6.87373 -0.78102 -3.44380
```

Atomic partial charges in e from the natural (NBO) method, atoms 1 to 2: -0.313 -0.316

***

No. 3
C38H62N8O4 | the ωB97M-V functional and the def2-TZVPD basis

## Properties
2S+1	1
SMILES string	c1cc[nH]c1.c1cc[nH]c1.c1cc[nH]c1.C1CCOC1.C1CCOC1.C1CCOC1.C1CCOC1.CC#N.CC#N.CC#N.CC#N.CC#N
Kohn-Sham gap	8.3	eV
max |F|	2.99	eV Å⁻¹

XYZ file:
```
112
C38H62N8O4 | the OMol25 dataset | the ωB97M-V functional and the def2-TZVPD basis
O 2.94026 5.32683 -0.96186
O -5.48133 -5.37481 -0.86289
O 5.77874 -0.69548 0.21431
O 2.16592 0.66450 4.20307
N -3.57488 4.03582 0.90374
N 0.19397 0.67108 -0.88458
N 2.66665 -1.06718 -1.65701
N -4.10561 0.85543 1.98972
N -3.66656 2.32717 -3.25046
N 1.40113 1.13955 -4.03092
N 0.04298 -2.45035 -0.08377
N -1.59135 -2.41168 -3.57608
C -4.45163 -0.16319 1.13877
C -4.74058 -1.27413 1.95318
C 0.94131 1.40319 4.53064
C -0.95724 0.94092 -1.47730
C 0.44899 -1.00740 4.29891
C 0.75632 -3.44820 -3.98850
C 0.71798 2.04218 -4.13183
C -4.11588 0.41238 3.29763
C -0.48952 -2.73157 -3.59486
C 3.48629 3.28590 0.14715
C -2.79170 4.56168 0.23386
C -4.51616 -0.88256 3.30753
C -5.44401 -4.84612 -2.21076
C -3.98176 1.23788 -3.16336
C 3.52566 -0.39461 -2.02835
C 0.03708 3.35909 -3.94789
C -3.77519 -3.67745 -0.86610
C 4.33224 5.13307 -1.18148
C 2.31633 4.22895 -0.20991
C -4.17629 -0.15799 -2.86763
C -1.65045 1.83165 -0.67672
C 5.40083 0.34573 1.19723
C 3.96982 -0.19188 1.70698
C 4.75877 4.17752 -0.01062
C 4.65893 0.29112 -2.71435
C -0.23729 0.38136 4.31301
C -0.18398 -4.17262 1.31762
C 0.55217 -3.71450 0.26336
C -1.84031 5.44236 -0.41941
C -1.10263 -3.13926 1.68883
C 5.43148 -1.93717 0.87306
C -0.84933 2.12355 0.44840
C -0.87139 -2.06684 0.85139
C -4.26581 -4.91763 -0.21565
C 1.90671 -0.68958 4.72883
C 4.08323 -1.74265 1.58022
C 0.31283 1.34494 0.31553
C -4.74152 -3.51240 -2.16127
H 0.50725 -1.82402 -0.76753
H -0.98175 3.23390 -3.64196
H -4.13673 -3.24510 -3.05087
H 6.21305 0.38488 1.95284
H -2.22628 5.78667 -1.36378
H 3.18197 0.07755 0.98146
H 1.24975 -4.25181 -0.39848
H -4.47765 -0.35344 -1.84589
H -1.56757 -1.22198 0.75703
H 3.22827 -2.19518 1.03203
H -4.47885 -0.01036 0.09405
H 5.72036 3.69756 -0.09284
H -1.27449 0.47117 -2.43776
H -6.40980 -4.73903 -2.56351
H -0.87974 5.01326 -0.51618
H 0.93105 0.07097 -1.25235
H 0.39543 -4.47506 -4.13909
H 4.58234 1.36405 -2.54247
H 1.72619 4.49881 0.70535
H -0.11031 -5.10588 1.86499
H -4.90967 -0.67042 -3.45905
H -2.54953 2.36397 -0.83319
H -0.08089 -1.68277 4.97254
H -4.87977 -5.50853 -2.79370
H 3.52499 2.85975 1.16943
H 4.49437 0.02970 -3.79347
H -4.42777 -4.89716 0.83415
H 0.60605 4.05256 -3.30547
H -3.98644 -2.81659 -0.24089
H 4.08785 -2.30671 2.52362
H 2.04395 -0.58908 5.81162
H -3.90549 1.83080 1.73282
H 0.93900 1.65671 5.61204
H 1.71030 3.58305 -0.92427
H -3.54168 -5.73131 -0.19491
H 1.14223 1.25378 0.96859
H -0.80592 0.61705 3.40020
H -5.45108 -2.70621 -1.92142
H 5.54012 -0.03924 -2.18908
H 2.60356 -1.40328 4.29375
H -1.01175 0.34458 5.12049
H -3.78538 1.02910 4.12665
H 4.56005 4.70223 -2.14722
H 6.19755 -2.17538 1.61891
H -4.95872 -2.25872 1.54587
H -1.87106 -3.16976 2.46685
H -0.03297 3.90114 -4.85456
H 4.84105 4.71364 0.89863
H -1.71228 6.33198 0.17211
H 0.41314 -1.44899 3.30724
H 3.58308 2.39981 -0.53633
H 5.52551 -2.70293 0.07796
H -3.29562 -0.70856 -3.20694
H -1.16748 2.77249 1.27557
H 5.25213 1.31776 0.77809
H 0.97314 2.31740 3.95708
H -4.61534 -1.47947 4.16038
H 4.79588 6.06303 -1.07315
H 1.21695 -2.95331 -4.87134
H 1.49475 -3.47148 -3.12863
H 3.78537 0.19034 2.75547
H -2.75888 -3.68450 -1.21089
```

Atomic partial charges in e from the Löwdin method, atoms 1 to 2: -0.156 -0.127

***

No. 4
H11O6 | the ωB97M-V functional and the def2-TZVPD basis

## Properties
2S+1	1
total charge	-1
Kohn-Sham gap	9.7	eV
relative energy (zero: lowest compared OMol25 entry of this formula, charge and spin)	27.0	kJ/mol
max |F|	0.89	eV Å⁻¹

XYZ file:
```
17
H11O6 | the OMol25 dataset | the ωB97M-V functional and the def2-TZVPD basis
O -0.78141 0.69353 -0.05085
O 0.13019 -2.34332 1.02594
O 1.01216 0.53058 1.60534
O -2.51310 -1.06780 0.50074
O 0.23747 0.85785 -2.66402
O 2.72538 1.02500 -0.58303
H -2.84924 -1.51322 -0.27729
H 2.47706 0.53370 -1.38079
H -0.76372 -1.92540 1.06987
H -0.03576 1.00909 -1.72047
H -0.55153 0.38527 -2.94389
H 0.12687 0.49719 0.99564
H -1.07013 1.60378 0.13413
H -1.87714 -0.29670 0.26330
H 0.68118 -1.73497 1.54149
H 0.93477 1.08532 2.39731
H 2.11695 0.66009 0.08658
```

Atomic partial charges in e from the natural (NBO) method, atoms 1 to 2: -1.172 -0.996